Record 1
ORCA calculation (ωB97M-V/def2-TZVPD) on a structure of composition C3H2MnO2.

Geometry as ORCA input:
```
! RIJCOSX wB97M-V def2-TZVPD def2/J DEFGRID3
* xyz 2 6
O 0.41 -0.83 -0.14
O -0.15 1.19 -0.41
C 1.32 -0.29 -1.03
C 0.95 0.98 -1.21
C -0.43 0.09 0.23
H 1.35 1.82 -1.76
Mn -2.01 -0.09 1.56
H 1.95 -0.97 -1.59
*
```

## Properties
Expectation value of S²   8.757
LUMO (spin up / spin down)   -11.75 / -12.16 eV
Relative energy (zero: lowest compared OMol25 entry of this formula, charge and spin)   0.0000 eV

Atomic partial charges in e from the Löwdin method, atoms 1 to 6: number 1, O, carries 0.096; number 2, O, carries 0.088; number 3, C, carries 0.066; number 4, C, carries 0.065; number 5, C, carries -0.279; number 6, H, carries 0.179



Record 2
ORCA calculation (ωB97M-V/def2-TZVPD) on a structure of composition C3H2MnO3.

Geometry as ORCA input:
```
! RIJCOSX wB97M-V def2-TZVPD def2/J DEFGRID3
* xyz 1 7
H -0.12 -0.60 1.30
O 1.81 -0.64 0.00
C 0.54 -0.88 0.18
C -0.31 0.39 0.11
C -1.68 0.25 -0.33
O 0.31 1.50 -0.14
O -2.77 0.62 -0.20
Mn 2.13 1.14 -0.58
H 0.11 -1.77 -0.33
*
```

## Properties
Expectation value of S²   12.011
LUMO (spin up / spin down)   -6.13 / -6.30 eV
Relative energy (zero: lowest compared OMol25 entry of this formula, charge and spin)   2.8852 eV

Atomic partial charges in e from the Löwdin method, atoms 1 to 6: number 1, H, carries 0.245; number 2, O, carries -0.234; number 3, C, carries -0.282; number 4, C, carries -0.377; number 5, C, carries 0.018; number 6, O, carries -0.133